No. 1
{
  "formula": "C22H35NO4P2Sn",
  "method": "the ωB97M-V functional and the def2-TZVPD basis",
  "spin_multiplicity": 1,
  "lumo_energy_ev": [-8.2, -8.2],
  "charge": 2,
  "energy_ha": -2111.02532,
  "de_lowest_ev": 6.816,
  "orbital_gap_ev": [4.9861, 4.9840],
  "symbols": ["P", "P", "C", "C", "H", "H", "H", "H", "C", "H", "H", "H", "C", "H", "H", "H", "C", "H", "H", "H", "C", "H", "H", "H", "Sn", "C", "C", "C", "C", "C", "C", "C", "C", "C", "H", "H", "H", "H", "H", "H", "H", "H", "H", "H", "H", "H", "H", "H", "H", "O", "C", "O", "C", "C", "C", "C", "C", "C", "N", "O", "O", "H", "H", "H", "H"],
  "coordinates": [[0.30, 1.45, -2.13], [-1.45, -1.28, 0.20], [0.32, -0.40, -2.35], [-0.89, -1.18, -1.73], [1.29, -0.63, -1.96], [0.51, -0.72, -3.39], [-1.75, -0.56, -2.03], [-1.04, -2.18, -2.19], [-0.37, -2.44, 1.23], [-1.05, -3.08, 1.86], [0.26, -1.91, 1.98], [0.28, -3.16, 0.66], [-3.05, -2.24, 0.46], [-2.88, -3.29, 0.80], [-3.66, -2.16, -0.44], [-3.52, -1.70, 1.28], [1.83, 2.43, -1.69], [1.58, 3.50, -1.62], [2.69, 2.41, -2.34], [2.26, 2.24, -0.69], [-0.06, 1.94, -3.89], [-0.99, 1.45, -4.21], [0.72, 1.71, -4.63], [-0.27, 3.02, -3.90], [2.12, 0.04, 0.45], [2.45, -2.14, -1.06], [3.12, -2.11, 0.12], [4.64, -2.06, 0.11], [5.14, -1.16, -0.97], [4.25, 0.09, -1.25], [3.56, 0.10, -2.41], [3.38, -1.07, -3.29], [3.13, -2.33, -2.40], [1.03, 2.21, 1.25], [1.35, -2.20, -1.03], [2.67, -2.36, 1.11], [5.10, -3.04, -0.14], [5.05, -1.73, 1.09], [6.20, -0.87, -0.87], [5.28, -1.72, -1.91], [4.36, 0.98, -0.56], [3.28, 1.01, -2.94], [4.23, -1.29, -3.91], [2.55, -0.92, -3.98], [2.59, -3.05, -2.98], [4.10, -2.81, -2.27], [0.15, 2.58, 0.68], [1.62, 3.16, 1.29], [0.71, 2.09, 2.29], [-1.20, 0.16, 3.19], [-2.07, 0.44, 2.39], [-1.98, -0.05, 1.05], [-3.28, 1.32, 2.86], [-3.47, 1.50, 4.27], [-4.73, 1.79, 4.82], [-5.82, 2.01, 3.91], [-5.66, 1.86, 2.51], [-4.38, 1.57, 2.01], [-7.07, 2.48, 4.40], [-7.20, 2.67, 5.64], [-8.04, 2.79, 3.65], [-2.68, 1.46, 4.99], [-4.94, 1.83, 5.91], [-6.48, 1.92, 1.77], [-4.12, 1.59, 0.95]]
}


No. 2
{
  "formula": "C8H24FInO4S4",
  "method": "the ωB97M-V functional and the def2-TZVPD basis",
  "spin_multiplicity": 1,
  "lumo_energy_ev": -11.3,
  "charge": 2,
  "energy_ha": -2502.00998,
  "orbital_gap_ev": 3.3042,
  "symbols": ["In", "F", "C", "S", "O", "C", "H", "H", "H", "H", "H", "H", "C", "S", "O", "C", "H", "H", "H", "H", "H", "H", "C", "S", "O", "C", "H", "H", "H", "H", "H", "H", "C", "S", "O", "C", "H", "H", "H", "H", "H", "H"],
  "coordinates": [[50.71, -6.23, 17.55], [51.73, -5.08, 15.07], [49.54, -1.04, 18.71], [50.42, -2.51, 19.42], [50.24, -3.61, 18.39], [52.12, -1.94, 19.05], [48.46, -1.09, 18.81], [49.88, -0.72, 17.72], [49.90, -0.25, 19.37], [52.41, -1.67, 18.04], [52.77, -2.73, 19.45], [52.48, -1.10, 19.64], [51.79, -11.38, 17.33], [50.93, -10.31, 16.15], [51.05, -8.84, 16.49], [51.91, -10.70, 14.65], [51.65, -12.42, 17.02], [51.48, -11.17, 18.35], [52.86, -11.24, 17.14], [52.21, -11.74, 14.62], [52.83, -10.11, 14.73], [51.32, -10.40, 13.79], [46.55, -3.80, 15.11], [48.12, -3.29, 15.90], [48.82, -4.62, 16.13], [48.89, -2.68, 14.39], [46.36, -4.81, 15.46], [46.51, -3.51, 14.06], [45.80, -3.17, 15.59], [48.42, -1.76, 14.07], [48.94, -3.41, 13.58], [49.89, -2.48, 14.77], [45.61, -8.15, 17.93], [46.88, -7.83, 16.68], [48.09, -7.15, 17.39], [47.23, -9.58, 16.19], [44.82, -8.70, 17.42], [45.17, -7.36, 18.53], [45.95, -8.96, 18.57], [47.77, -10.01, 17.03], [47.89, -9.61, 15.33], [46.36, -10.22, 16.07]]
}


No. 3
{
  "formula": "C8H13NO3",
  "method": "the ωB97M-V functional and the def2-TZVPD basis",
  "spin_multiplicity": 1,
  "lumo_energy_ev": 0.2,
  "charge": 0,
  "energy_ha": -592.96000,
  "smiles": "CC1(C)CC(=O)[C@@](C)([N+](=O)[O-])C1",
  "de_lowest_ev": 4.692,
  "orbital_gap_ev": 10.5582,
  "symbols": ["C", "C", "C", "C", "C", "C", "C", "C", "N", "O", "O", "O", "H", "H", "H", "H", "H", "H", "H", "H", "H", "H", "H", "H", "H"],
  "coordinates": [[0.78, 0.20, 1.81], [-0.33, -0.66, 1.40], [0.40, 0.59, -0.59], [0.99, 1.14, 0.70], [-0.27, -0.71, -0.10], [0.17, 2.48, 1.07], [-1.46, -1.15, -0.94], [0.85, -1.73, -0.43], [2.37, 1.42, 0.45], [1.32, 0.11, 2.91], [3.11, 0.64, -0.17], [2.79, 2.37, 1.01], [-0.32, -1.55, 1.98], [-1.28, -0.10, 1.61], [-0.40, 1.25, -0.89], [1.08, 0.61, -1.42], [0.88, 3.33, 1.45], [-0.46, 2.19, 1.80], [-0.42, 2.83, 0.23], [-1.41, -0.81, -1.92], [-2.42, -0.68, -0.58], [-1.78, -2.20, -0.87], [0.97, -1.89, -1.53], [0.56, -2.75, 0.03], [1.84, -1.46, 0.06]]
}


No. 4
{
  "formula": "C41H45As2MnN5O4SSe",
  "method": "the ωB97M-V functional and the def2-TZVPD basis",
  "spin_multiplicity": 6,
  "lumo_energy_ev": [-1.4, -1.4],
  "charge": 0,
  "energy_ha": -10586.35326,
  "de_lowest_ev": 0.683,
  "s_squared": 8.75,
  "orbital_gap_ev": [6.1184, 6.5949],
  "symbols": ["Mn", "C", "As", "C", "C", "C", "C", "C", "C", "C", "As", "C", "C", "H", "H", "H", "H", "H", "H", "H", "H", "H", "H", "H", "H", "H", "H", "H", "H", "O", "C", "C", "O", "O", "C", "C", "C", "C", "C", "C", "C", "C", "C", "C", "C", "C", "H", "H", "H", "H", "H", "H", "H", "H", "H", "H", "H", "C", "C", "N", "C", "C", "C", "S", "N", "C", "O", "C", "C", "C", "C", "C", "C", "H", "H", "H", "H", "H", "H", "H", "H", "H", "H", "H", "H", "H", "H", "H", "Se", "N", "C", "C", "C", "C", "N", "C", "N", "H", "H", "H"],
  "coordinates": [[-0.54, 0.47, 0.03], [-1.81, -0.24, 5.94], [-1.22, 0.38, 4.17], [-0.21, 1.94, 4.76], [-2.93, 1.27, 3.71], [-3.51, 2.20, 4.57], [-4.75, 2.76, 4.29], [-5.42, 2.41, 3.12], [-4.83, 1.51, 2.24], [-3.60, 0.93, 2.53], [-2.73, -0.27, 1.24], [-4.14, -0.57, -0.07], [-2.98, -1.96, 2.19], [-2.24, 0.58, 6.52], [-0.95, -0.64, 6.48], [-2.55, -1.03, 5.83], [-0.66, 2.40, 5.64], [-0.15, 2.65, 3.94], [0.80, 1.62, 4.99], [-2.99, 2.49, 5.47], [-5.19, 3.46, 4.98], [-6.38, 2.85, 2.90], [-5.35, 1.26, 1.32], [-5.09, -0.80, 0.41], [-3.82, -1.43, -0.66], [-4.24, 0.28, -0.73], [-3.86, -1.87, 2.83], [-2.11, -2.21, 2.79], [-3.14, -2.74, 1.46], [1.82, 0.03, -0.57], [2.76, 0.55, 0.38], [1.92, 1.19, 1.55], [2.53, 1.79, 2.43], [0.66, 0.97, 1.52], [3.60, -0.58, 1.01], [3.20, -1.91, 0.91], [3.96, -2.92, 1.49], [5.11, -2.62, 2.19], [5.50, -1.29, 2.31], [4.76, -0.28, 1.73], [3.66, 1.57, -0.34], [4.32, 2.60, 0.33], [5.14, 3.49, -0.36], [5.30, 3.37, -1.73], [4.64, 2.35, -2.41], [3.83, 1.46, -1.72], [2.09, -0.86, -0.81], [2.27, -2.18, 0.42], [3.62, -3.95, 1.40], [5.70, -3.41, 2.65], [6.40, -1.04, 2.87], [5.07, 0.74, 1.84], [4.17, 2.73, 1.39], [5.65, 4.28, 0.18], [5.94, 4.06, -2.27], [4.75, 2.25, -3.49], [3.31, 0.69, -2.26], [0.33, -4.84, -3.73], [-0.96, -4.79, -2.91], [-0.79, -4.22, -1.56], [-0.69, -5.17, -0.45], [0.73, -5.64, -0.16], [-0.64, -2.89, -1.39], [-0.24, -2.27, 0.17], [-0.78, -2.19, -2.54], [-0.94, -0.89, -2.65], [-1.15, -0.06, -1.73], [-0.88, -0.33, -4.04], [-0.77, -1.15, -5.16], [-0.70, -0.59, -6.43], [-0.75, 0.79, -6.59], [-0.86, 1.61, -5.47], [-0.93, 1.05, -4.20], [0.15, -5.31, -4.69], [1.10, -5.40, -3.20], [0.70, -3.83, -3.90], [-1.35, -5.80, -2.78], [-1.71, -4.21, -3.44], [-1.32, -6.03, -0.71], [-1.11, -4.70, 0.43], [1.16, -6.17, -1.01], [0.72, -6.33, 0.69], [1.36, -4.79, 0.09], [-0.74, -2.22, -5.01], [-0.62, -1.23, -7.29], [-0.69, 1.22, -7.58], [-0.90, 2.69, -5.59], [-1.02, 1.68, -3.32], [-4.07, 3.91, -0.47], [-2.98, 5.28, -0.62], [-1.77, 4.77, -0.63], [-0.57, 5.53, -0.68], [0.58, 4.84, -0.67], [0.58, 3.41, -0.63], [-0.47, 2.65, -0.57], [-1.68, 3.32, -0.55], [-2.81, 2.68, -0.45], [-0.60, 6.61, -0.71], [1.54, 5.35, -0.70], [1.52, 2.89, -0.68]]
}


No. 5
{
  "formula": "C5H18N3",
  "method": "the ωB97M-V functional and the def2-TZVPD basis",
  "spin_multiplicity": 2,
  "lumo_energy_ev": [-6.6, -11.9],
  "charge": 2,
  "energy_ha": -364.88435,
  "de_lowest_ev": 0.097,
  "s_squared": 0.75,
  "orbital_gap_ev": [12.2467, 6.9416],
  "symbols": ["C", "C", "C", "N", "H", "H", "H", "H", "H", "H", "H", "H", "H", "H", "C", "N", "C", "N", "H", "H", "H", "H", "H", "H", "H", "H"],
  "coordinates": [[1.40, -0.92, -1.31], [0.65, 0.21, -2.01], [1.61, 0.99, -2.91], [0.44, -1.76, -0.52], [1.85, -1.57, -2.05], [2.15, -0.54, -0.62], [0.12, 0.82, -1.27], [-0.11, -0.27, -2.63], [2.38, 1.47, -2.32], [2.09, 0.31, -3.62], [1.10, 1.75, -3.50], [-0.11, -1.22, 0.18], [-0.24, -2.25, -1.11], [0.92, -2.50, 0.00], [0.18, 0.92, 2.85], [-0.45, 1.07, 1.55], [-1.84, 0.62, 1.35], [-1.99, -0.81, 1.02], [1.19, 1.31, 2.85], [-0.43, 1.53, 3.54], [0.15, -0.11, 3.19], [-0.27, 2.02, 1.21], [-2.26, 1.22, 0.55], [-2.34, 0.84, 2.30], [-2.02, -1.31, 1.91], [-2.91, -0.92, 0.61]]
}


No. 6
{
  "formula": "C20H44BFN5O11P",
  "method": "the ωB97M-V functional and the def2-TZVPD basis",
  "spin_multiplicity": 1,
  "lumo_energy_ev": -1.2,
  "charge": 0,
  "energy_ha": -2355.94261,
  "smiles": "O=COCCB(CC(=O)F)P(=O)(O)O.CN(C)C=O.CN(C)C=O.CN(C)C=O.CN(C)C=O.CN(C)C=O",
  "orbital_gap_ev": 7.3883,
  "symbols": ["O", "C", "O", "C", "C", "B", "C", "C", "O", "F", "P", "O", "O", "O", "H", "H", "H", "H", "H", "H", "H", "H", "H", "C", "O", "N", "C", "C", "H", "H", "H", "H", "H", "H", "H", "C", "O", "N", "C", "C", "H", "H", "H", "H", "H", "H", "H", "C", "O", "N", "C", "C", "H", "H", "H", "H", "H", "H", "H", "C", "O", "N", "C", "C", "H", "H", "H", "H", "H", "H", "H", "C", "O", "N", "C", "C", "H", "H", "H", "H", "H", "H", "H"],
  "coordinates": [[-2.55, 1.76, -2.97], [-2.41, 0.51, -2.83], [-2.53, -0.03, -1.50], [-1.31, -0.83, -1.32], [-0.15, 0.07, -0.66], [1.18, 0.26, -1.57], [2.15, -1.07, -1.78], [1.85, -1.83, -3.16], [2.62, -1.61, -4.13], [0.77, -2.78, -3.33], [1.77, 1.88, -2.40], [2.61, 1.47, -3.67], [0.54, 2.98, -2.80], [2.93, 2.59, -1.31], [-2.17, -0.19, -3.71], [-1.02, -1.34, -2.31], [-1.58, -1.69, -0.58], [0.19, -0.48, 0.31], [-0.61, 1.06, -0.28], [3.23, -0.64, -1.80], [2.01, -1.72, -0.85], [0.86, 3.85, -2.43], [3.41, 1.81, -0.93], [-1.21, -1.64, 2.81], [-1.60, -1.00, 1.85], [-0.28, -1.22, 3.71], [0.13, -2.04, 4.83], [0.33, 0.09, 3.54], [-1.60, -2.64, 3.03], [-0.09, -1.51, 5.76], [1.20, -2.23, 4.76], [-0.40, -2.99, 4.83], [-0.46, 0.85, 3.56], [0.83, 0.13, 2.57], [1.05, 0.28, 4.33], [1.09, 2.26, -8.96], [0.65, 2.98, -9.83], [0.54, 2.08, -7.73], [1.14, 1.19, -6.74], [-0.67, 2.79, -7.39], [2.01, 1.67, -9.11], [0.41, 0.41, -6.48], [1.39, 1.77, -5.85], [2.04, 0.72, -7.13], [-1.46, 2.51, -8.10], [-0.49, 3.86, -7.47], [-0.99, 2.54, -6.37], [0.51, -4.59, 0.46], [0.70, -3.51, 0.98], [-0.59, -5.38, 0.63], [-0.73, -6.66, -0.04], [-1.65, -4.93, 1.51], [1.25, -5.04, -0.23], [-1.63, -6.64, -0.66], [-0.83, -7.44, 0.72], [0.14, -6.88, -0.66], [-2.03, -3.97, 1.13], [-1.25, -4.77, 2.51], [-2.46, -5.66, 1.54], [3.35, 4.85, 2.32], [2.79, 3.79, 2.12], [4.33, 5.38, 1.53], [4.95, 6.66, 1.82], [4.77, 4.64, 0.36], [3.09, 5.50, 3.17], [4.79, 7.34, 0.98], [6.03, 6.51, 1.97], [4.53, 7.10, 2.73], [3.92, 4.49, -0.30], [5.15, 3.67, 0.68], [5.56, 5.19, -0.17], [-5.13, -2.72, 5.49], [-4.34, -3.46, 4.93], [-5.03, -1.36, 5.54], [-6.01, -0.54, 6.23], [-3.91, -0.71, 4.90], [-6.01, -3.11, 6.01], [-6.46, 0.15, 5.52], [-5.51, 0.02, 7.02], [-6.79, -1.16, 6.67], [-3.92, -0.95, 3.83], [-2.98, -1.08, 5.33], [-3.96, 0.37, 5.02]]
}